(1)
A 4-piece molecular cluster, C39H80F12N4O14PS2 overall at a distorted geometry. Source: the OMol25 dataset; level of theory: ωB97M-V/def2-TZVPD.

Geometry as XYZ:
```
152
C39H80F12N4O14PS2, DFT ωB97M-V/def2-TZVPD
C 4.146 -2.425 4.124
C 3.795 -1.547 5.304
O 2.484 -1.793 5.758
C 1.781 -0.628 6.016
C 0.336 -0.945 6.307
O -0.399 -0.819 5.075
N -1.455 0.077 5.126
C -1.178 1.362 5.064
N -0.175 1.985 5.680
N -2.012 1.943 4.274
P -2.900 3.392 4.785
C -2.362 3.928 6.445
C -2.399 4.772 3.684
C -2.631 0.969 3.349
C -3.791 1.350 2.472
C -4.796 0.220 2.172
C -4.311 -0.846 1.204
C -5.369 -1.964 1.167
C -4.874 -3.206 1.884
N -3.823 -3.918 1.170
C -1.467 0.659 2.347
C -0.879 1.900 1.663
C 0.622 1.717 1.405
C 1.287 3.086 1.346
C 2.764 3.144 1.006
F 3.015 4.025 0.086
F 3.390 3.625 2.091
C 3.485 1.819 0.704
F 4.750 2.081 0.768
F 3.307 0.939 1.613
S 3.233 1.074 -1.009
F 4.155 2.132 -1.636
F 1.982 1.955 -1.287
F 2.379 -0.096 -0.433
F 4.495 0.189 -0.791
F 3.057 0.447 -2.408
C -2.628 -0.261 4.213
O -2.305 -1.421 3.645
S -3.981 -0.696 5.468
O -4.820 -1.701 5.007
O -3.292 -1.143 6.596
C -5.022 0.723 6.068
F -5.529 1.426 5.141
F -5.968 0.173 6.704
F -4.356 1.412 6.906
H 4.003 -1.891 3.202
H 5.177 -2.719 4.165
H 3.538 -3.311 4.083
H 3.915 -0.523 4.978
H 4.533 -1.706 6.077
H 1.780 -0.032 5.107
H 2.229 -0.012 6.792
H 0.002 -0.233 7.031
H 0.263 -1.933 6.728
H 0.552 2.495 5.213
H -0.129 1.931 6.680
H -1.403 4.419 6.435
H -2.257 3.069 7.085
H -3.103 4.580 6.852
H -1.322 4.849 3.703
H -2.789 4.657 2.692
H -2.779 5.665 4.148
H -4.388 2.152 2.870
H -3.471 1.701 1.513
H -5.604 0.723 1.671
H -5.237 -0.188 3.065
H -4.284 -0.419 0.216
H -3.396 -1.323 1.502
H -5.589 -2.276 0.156
H -6.300 -1.646 1.614
H -4.466 -2.937 2.842
H -5.680 -3.885 2.093
H -3.160 -3.271 0.773
H -4.192 -4.523 0.454
H -0.654 0.134 2.826
H -1.813 0.009 1.574
H -1.095 2.844 2.139
H -1.325 1.963 0.684
H 1.014 1.164 2.247
H 0.691 1.134 0.508
H 0.759 3.694 0.631
H 1.128 3.575 2.286
H -2.573 -2.175 4.196
C 9.208 -5.615 -4.012
O 8.913 -5.037 -2.759
C 10.020 -4.371 -2.176
C 9.580 -3.157 -1.390
O 9.181 -2.049 -2.185
C 7.956 -2.138 -2.896
C 6.720 -2.097 -2.027
O 6.526 -3.329 -1.351
C 5.934 -3.178 -0.084
H 9.875 -6.477 -3.898
H 8.271 -5.948 -4.453
H 9.664 -4.882 -4.688
H 10.737 -4.061 -2.944
H 10.515 -5.075 -1.494
H 10.447 -2.802 -0.829
H 8.813 -3.415 -0.658
H 7.946 -3.005 -3.559
H 7.937 -1.251 -3.534
H 5.839 -1.924 -2.661
H 6.812 -1.271 -1.311
H 6.482 -2.447 0.524
H 5.977 -4.141 0.421
H 4.884 -2.870 -0.176
C 1.230 -1.932 -3.171
O 0.463 -2.404 -4.256
C -0.928 -2.313 -4.006
C -1.692 -1.991 -5.273
O -1.543 -0.649 -5.731
C -0.284 -0.286 -6.285
C 0.018 -0.918 -7.625
O 0.366 -2.283 -7.475
C -0.033 -3.082 -8.568
H 1.166 -2.619 -2.318
H 2.266 -1.865 -3.496
H 0.901 -0.931 -2.867
H -1.132 -1.538 -3.257
H -1.273 -3.281 -3.616
H -2.755 -2.100 -5.043
H -1.467 -2.700 -6.070
H 0.524 -0.458 -5.573
H -0.347 0.795 -6.438
H 0.874 -0.400 -8.078
H -0.854 -0.807 -8.280
H -1.097 -2.943 -8.790
H 0.124 -4.123 -8.293
H 0.564 -2.855 -9.457
C -2.645 2.658 -5.596
O -3.926 2.975 -5.100
C -4.732 1.837 -4.869
C -5.616 2.058 -3.669
O -4.925 2.003 -2.426
C -4.048 3.069 -2.109
C -4.735 4.382 -1.793
O -5.211 5.001 -2.967
C -6.394 5.745 -2.767
H -2.703 2.294 -6.626
H -2.048 3.569 -5.572
H -2.155 1.908 -4.965
H -4.114 0.946 -4.707
H -5.360 1.674 -5.754
H -6.334 1.236 -3.633
H -6.194 2.977 -3.761
H -3.286 3.195 -2.879
H -3.530 2.743 -1.199
H -4.006 5.063 -1.326
H -5.555 4.198 -1.088
H -7.163 5.139 -2.274
H -6.769 6.041 -3.744
H -6.195 6.646 -2.175
```

Properties
Maximum force: 4.3 eV Å⁻¹
Net charge: +1
E_HOMO: -10.2 eV
LUMO energy: -3.240 eV
Frontier orbital gap: 6.998 eV

Atom charges from the Mulliken analysis, given in e for atoms 1 to 99:
1. C -1.02
2. C -0.24
3. O -0.37
4. C 0.01
5. C -1.02
6. O -0.18
7. N 0.78
8. C -1.74
9. N 0.18
10. N 0.82
11. P 0.33
12. C -1.14
13. C -1.20
14. C 1.28
15. C -1.10
16. C -1.74
17. C 0.04
18. C -0.95
19. C -0.46
20. N -0.59
21. C -2.79
22. C -0.52
23. C 0.09
24. C -1.46
25. C 0.91
26. F -0.31
27. F -0.35
28. C 0.46
29. F -0.27
30. F -0.29
31. S 1.55
32. F -0.33
33. F -0.37
34. F -0.36
35. F -0.33
36. F -0.31
37. C -0.43
38. O -0.39
39. S 1.42
40. O -0.67
41. O -0.70
42. C 0.73
43. F -0.21
44. F -0.22
45. F -0.21
46. H 0.10
47. H 0.38
48. H 0.35
49. H 0.30
50. H 0.36
51. H -0.06
52. H 0.40
53. H 0.42
54. H 0.57
55. H 0.18
56. H 0.38
57. H 0.37
58. H 0.30
59. H 0.47
60. H 0.27
61. H 0.36
62. H 0.48
63. H 0.52
64. H 0.27
65. H 0.80
66. H 0.52
67. H 0.33
68. H 0.01
69. H 0.49
70. H 0.45
71. H 0.05
72. H 0.45
73. H 0.22
74. H 0.27
75. H 1.22
76. H 0.67
77. H 0.02
78. H 0.60
79. H 0.22
80. H 0.28
81. H 0.40
82. H 0.58
83. H 0.69
84. C -0.80
85. O -0.27
86. C -0.56
87. C -0.29
88. O -0.47
89. C -0.45
90. C -0.23
91. O -0.35
92. C -0.76
93. H 0.32
94. H 0.23
95. H 0.36
96. H 0.36
97. H 0.39
98. H 0.41
99. H 0.07

---

(2)
A 5-piece molecular cluster, C39H82ClFN4O16PS overall at a distorted geometry. Source: the OMol25 dataset; level of theory: ωB97M-V/def2-TZVPD.

Geometry as XYZ:
```
145
C39H82ClFN4O16PS, DFT ωB97M-V/def2-TZVPD
C -0.082 -1.898 8.539
C -1.372 -1.944 7.710
C -1.437 -1.021 6.473
O -0.207 -0.331 6.296
C -0.119 0.678 5.289
C -0.117 2.051 6.046
C 0.045 2.007 7.561
C -1.275 1.775 8.305
O 0.511 3.347 7.863
N -1.231 0.606 4.348
C -0.967 1.005 3.004
C -2.261 1.098 2.175
C -3.554 1.225 3.018
C -4.708 1.764 2.194
N -4.724 1.460 0.820
O -5.597 2.368 2.741
N -0.409 2.422 3.019
C -1.048 3.367 3.414
O -1.611 4.280 3.785
C 0.152 0.077 2.364
C -0.354 -1.021 1.424
C -1.428 -1.963 1.895
O -2.256 -1.812 2.724
F -1.374 -3.097 1.188
S 1.017 1.189 1.063
C 2.142 2.415 1.695
O -0.041 1.890 0.383
O 1.763 0.361 0.151
N 1.116 -0.507 3.409
C 2.510 -0.764 2.881
C 2.766 -1.838 1.819
C 3.980 -2.698 2.222
C 0.600 -1.831 3.925
C 1.327 -2.558 5.033
C 0.699 -3.970 5.110
Cl 1.625 -5.136 4.140
C 1.215 0.495 4.539
P 2.685 0.459 5.673
O 3.942 0.735 4.942
H 0.040 -2.864 9.028
H -0.145 -1.179 9.352
H 0.811 -1.737 7.949
H -2.233 -1.775 8.350
H -1.482 -2.967 7.350
H -2.235 -0.296 6.645
H -1.752 -1.605 5.608
H 0.676 2.668 5.625
H -1.046 2.592 5.866
H 0.823 1.339 7.918
H -1.458 2.630 8.951
H -1.253 0.893 8.940
H -2.125 1.734 7.626
H 1.050 3.317 8.659
H -1.979 1.137 4.767
H -2.482 0.256 1.534
H -2.207 1.923 1.475
H -3.457 1.904 3.860
H -3.856 0.228 3.334
H -5.648 1.635 0.441
H -4.099 2.092 0.326
H -0.801 -0.522 0.558
H 0.429 -1.613 0.963
H 2.706 2.165 2.590
H 2.821 2.602 0.867
H 1.575 3.318 1.882
H 3.011 0.156 2.599
H 3.128 -1.084 3.715
H 3.020 -1.413 0.854
H 1.958 -2.540 1.628
H 4.778 -2.046 2.575
H 4.329 -3.268 1.368
H 3.722 -3.388 3.023
H 0.581 -2.549 3.108
H -0.442 -1.720 4.197
H 1.238 -2.144 6.026
H 2.385 -2.731 4.846
H 0.677 -4.316 6.136
H -0.308 -3.952 4.700
H 1.426 1.450 4.059
H 2.761 -0.726 6.417
H 2.428 1.495 6.578
C 1.268 -2.274 -2.518
O 0.161 -2.751 -1.768
C -1.082 -2.617 -2.440
C -1.537 -3.936 -3.023
O -0.687 -4.354 -4.075
C 0.224 -5.373 -3.700
H 2.171 -2.594 -2.000
H 1.285 -2.683 -3.530
H 1.262 -1.180 -2.565
H -1.018 -1.857 -3.225
H -1.822 -2.281 -1.703
H -2.538 -3.810 -3.445
H -1.594 -4.698 -2.240
H -0.300 -6.322 -3.549
H 0.770 -5.110 -2.790
H 0.935 -5.492 -4.515
C 1.002 2.336 -4.983
O 1.882 2.370 -6.088
C 3.182 1.880 -5.792
C 3.380 0.477 -6.316
O 2.560 -0.457 -5.627
C 1.416 -0.847 -6.365
H 0.003 2.561 -5.352
H 0.990 1.351 -4.507
H 1.281 3.094 -4.242
H 3.372 1.914 -4.715
H 3.900 2.546 -6.283
H 4.421 0.183 -6.150
H 3.186 0.442 -7.391
H 1.698 -1.493 -7.203
H 0.866 0.018 -6.743
H 0.767 -1.413 -5.696
C -8.593 -2.367 -3.213
O -7.433 -2.856 -3.863
C -6.613 -1.833 -4.401
C -5.402 -1.580 -3.533
O -5.761 -1.024 -2.275
C -5.747 -1.964 -1.218
H -9.053 -3.205 -2.692
H -8.350 -1.588 -2.486
H -9.307 -1.974 -3.942
H -7.182 -0.909 -4.536
H -6.274 -2.169 -5.386
H -4.750 -0.857 -4.034
H -4.840 -2.507 -3.396
H -4.715 -2.239 -0.961
H -6.310 -2.866 -1.464
H -6.205 -1.487 -0.352
C 3.900 3.202 -9.539
O 5.102 3.698 -8.978
C 5.947 4.333 -9.927
C 5.862 5.838 -9.831
O 4.585 6.316 -10.223
C 3.755 6.667 -9.132
H 3.254 2.902 -8.714
H 3.383 3.959 -10.132
H 4.103 2.325 -10.164
H 5.701 4.006 -10.942
H 6.974 4.021 -9.710
H 6.598 6.277 -10.511
H 6.103 6.165 -8.815
H 4.115 7.583 -8.651
H 3.702 5.865 -8.391
H 2.757 6.849 -9.525
```

Properties
Maximum force: 2.7 eV Å⁻¹
Net charge: +1
E_HOMO: -10.2 eV
LUMO energy: -2.137 eV
Frontier orbital gap: 8.102 eV

Atom charges from the Mulliken analysis, given in e for atoms 1 to 99:
1. C -1.02
2. C -1.11
3. C -0.06
4. O 0.34
5. C -0.59
6. C -1.31
7. C 0.06
8. C -1.49
9. O -0.57
10. N 0.56
11. C 0.38
12. C -2.02
13. C -0.22
14. C -0.15
15. N -0.28
16. O -0.58
17. N -0.54
18. C 0.52
19. O -0.44
20. C -0.02
21. C -1.86
22. C -0.11
23. O -0.37
24. F -0.29
25. S 1.71
26. C -1.26
27. O -0.70
28. O -0.69
29. N 2.13
30. C -1.81
31. C -0.88
32. C -1.62
33. C -1.07
34. C -0.45
35. C -0.80
36. Cl -0.16
37. C -0.87
38. P 0.56
39. O -0.80
40. H 0.40
41. H 0.34
42. H 0.14
43. H 0.41
44. H 0.45
45. H 0.49
46. H 0.22
47. H 0.20
48. H 0.63
49. H 0.46
50. H 0.51
51. H 0.15
52. H 0.28
53. H 0.42
54. H 1.13
55. H 0.69
56. H 1.07
57. H 0.42
58. H 0.31
59. H 0.32
60. H 0.19
61. H 1.11
62. H 0.37
63. H 0.35
64. H 0.53
65. H 0.46
66. H 0.90
67. H 1.21
68. H 0.57
69. H 0.16
70. H 0.39
71. H 0.48
72. H 0.25
73. H 0.95
74. H 0.45
75. H -0.95
76. H 0.57
77. H 0.50
78. H 0.39
79. H 0.78
80. H 0.03
81. H 0.11
82. C -0.93
83. O -0.02
84. C 0.02
85. C -0.73
86. O -0.40
87. C -0.68
88. H 0.33
89. H 0.38
90. H 0.26
91. H 0.30
92. H 0.04
93. H 0.24
94. H 0.37
95. H 0.34
96. H 0.25
97. H 0.25
98. C -0.58
99. O -0.34

---

What is the formula in the first record?
C39H80F12N4O14PS2

---

What is the formula in the second record?
C39H82ClFN4O16PS